Record 1
Below is a gas-phase ion, CH3F3OP (charge +1), with properties calculated with ωB97M-V/def2-TZVPD.

Summary:
**HOMO-LUMO gap (spin up / spin down)**: 8.2 / 8.2 eV
**Net charge**: +1

Each line ends with the Löwdin charge.
CARTESIAN COORDINATES (ANGSTROEM)
C: 0.734 0.506 -1.224  -0.162
F: -1.366 -1.842 1.369  0.015
H: 1.752 -0.204 -0.994  0.181
P: -0.920 -0.412 1.093  0.890
F: 0.525 -0.285 1.586  -0.026
H: 0.789 1.444 -0.705  0.088
F: -1.635 0.370 2.156  0.028
O: -0.486 -0.025 -0.940  -0.174
H: 0.606 0.449 -2.341  0.162

=====

Record 2
Below is 7 unconnected molecules or ions with the total composition H14O7, with properties calculated with ωB97M-V/def2-TZVPD.

Summary:
**HOMO-LUMO gap**: 10.0 eV
**Net charge**: 0

Each line ends with the Löwdin charge.
CARTESIAN COORDINATES (ANGSTROEM)
O: 2.126 1.304 1.621  -0.054
H: -0.804 2.548 -0.340  -0.014
O: -1.399 -4.182 0.937  -0.047
H: -3.590 -0.905 0.516  0.027
H: -2.157 -0.452 0.691  -0.039
H: 2.235 -1.447 -1.551  0.064
H: -0.828 3.199 1.027  0.023
H: 2.387 -0.290 -2.515  0.059
H: 1.697 2.039 2.059  0.031
H: 1.672 2.753 -1.284  0.074
H: 1.586 1.137 0.848  -0.024
O: 1.793 -0.656 -1.860  -0.030
H: -1.597 -5.111 0.823  0.030
O: -1.323 3.135 0.210  -0.051
H: 1.341 1.297 -1.536  0.010
O: 1.124 2.035 -0.966  -0.037
O: -2.995 -0.506 1.150  -0.062
H: -0.291 -1.257 0.357  0.056
O: -0.592 -0.498 -0.141  -0.028
H: -0.596 -4.044 0.436  0.020
H: 0.210 -0.101 -0.481  -0.007

=====

Record 3
Below is a molecular structure, C31H35Br2N9PmS3, with properties calculated with ωB97M-V/def2-TZVPD.

Summary:
**HOMO-LUMO gap (spin up / spin down)**: 6.5 / 6.5 eV
**Spin multiplicity**: 5
**Net charge**: +3

Each line ends with the Löwdin spin population.
CARTESIAN COORDINATES (ANGSTROEM)
C: 2.471 0.551 2.585  0.000
C: 4.399 -0.204 -3.082  0.001
C: 1.283 -2.208 -2.321  0.000
N: 1.641 -1.480 1.622  -0.006
C: 2.336 -1.163 -2.284  0.000
Br: 5.821 -0.172 -4.318  0.000
N: 0.286 -2.103 -1.415  -0.005
N: 2.235 -0.227 -1.313  -0.005
H: 5.106 1.453 -1.897  0.000
C: -4.323 -3.335 4.228  0.000
C: 3.463 -1.701 3.164  0.000
H: -1.408 -2.974 -0.623  0.000
H: -1.950 -4.627 2.307  0.000
C: 3.390 -1.160 -3.194  0.000
H: 0.841 -3.218 0.878  0.000
C: -3.286 1.154 0.627  0.000
Pm: 0.101 -0.081 0.169  4.044
C: 3.227 0.668 -1.206  0.001
H: 2.121 -3.369 -3.944  0.000
N: -3.621 -2.262 3.536  0.000
C: 0.334 -4.241 -3.210  0.000
C: 4.328 0.720 -2.038  0.000
H: -4.099 1.855 0.818  0.000
H: -4.242 -5.288 3.213  0.000
H: 4.198 -1.271 3.824  0.000
N: 1.516 1.148 1.923  -0.007
H: 3.125 1.396 -0.406  0.000
H: -3.350 0.339 1.350  0.000
C: 2.583 3.444 2.994  0.000
H: -0.820 1.949 -3.634  0.000
Br: 0.364 -5.666 -4.443  0.000
H: -3.588 1.446 -1.487  0.000
H: -3.095 -5.136 4.558  0.000
C: 2.751 4.808 3.071  0.000
H: -2.542 0.206 -3.315  0.000
H: 5.825 4.850 4.464  0.000
S: -1.768 -1.783 1.660  -0.004
S: 1.106 2.778 2.234  0.000
C: -2.669 -2.722 2.731  -0.001
H: 0.738 1.980 -2.056  0.000
H: -0.920 -0.393 -2.908  0.000
C: 4.909 4.456 4.057  0.000
C: 2.463 -3.648 2.216  0.000
H: -2.027 2.420 -2.458  0.000
C: -1.584 3.365 -0.075  0.000
H: 4.050 6.384 3.702  0.000
H: 2.387 -4.717 2.110  0.000
C: -3.370 0.625 -0.804  0.000
C: 3.420 -3.080 3.042  0.000
H: -2.502 3.369 -0.657  0.000
C: -0.329 3.279 -0.938  0.000
H: 4.112 -3.698 3.589  0.000
H: 5.510 2.411 4.318  0.000
C: -1.718 0.291 -2.596  0.000
H: -1.458 -4.886 -2.198  0.000
H: -1.552 4.280 0.516  0.000
C: 3.554 2.568 3.462  0.000
H: -2.384 -1.082 -1.269  0.000
H: 4.071 0.632 3.860  0.000
H: -4.258 -3.206 5.311  0.000
H: 3.459 -1.877 -3.993  0.000
S: -1.719 1.972 1.114  -0.007
N: -2.588 -4.048 2.826  0.000
C: -0.680 -4.142 -2.257  0.000
H: -0.377 4.089 -1.679  0.000
H: 1.970 5.462 2.722  0.000
N: 3.362 1.171 3.385  0.000
N: -0.171 1.958 -1.588  -0.005
C: -3.580 -4.596 3.741  0.000
C: 4.733 3.080 3.978  0.000
H: -4.238 -0.039 -0.832  0.000
H: -3.854 -1.292 3.665  0.000
C: 3.920 5.318 3.623  0.000
H: 0.551 3.446 -0.307  0.000
C: 1.329 -3.266 -3.225  0.000
C: 2.553 -0.923 2.446  0.000
N: -2.145 -0.089 -1.234  -0.005
H: -5.378 -3.341 3.941  0.000
C: -0.646 -3.067 -1.394  0.000
C: -1.198 1.733 -2.630  0.000
C: 1.605 -2.808 1.529  0.000

=====

Record 4
Below is C4H5NS2 in the gas phase, with properties calculated with ωB97M-V/def2-TZVPD.

Summary:
**HOMO-LUMO gap**: 8.1 eV
**Net charge**: 0

Each line ends with the Löwdin charge.
CARTESIAN COORDINATES (ANGSTROEM)
S: -2.531 -1.056 -0.760  0.743
H: -0.304 0.837 1.588  0.064
H: 3.082 -0.284 -1.921  -0.010
S: -1.463 1.709 -0.587  0.816
H: -0.367 2.055 0.609  0.068
H: -0.248 -1.538 -0.071  0.107
C: 2.187 -0.335 -1.357  0.125
C: 1.074 -0.083 -0.591  -0.037
H: 0.539 -0.651 1.781  0.082
C: -1.419 0.057 -0.433  -1.305
N: -0.312 -0.231 1.531  0.063
C: -0.237 -0.481 0.210  -0.716

=====

Record 5
Below is a molecular structure, C6H15O4Tl, with properties calculated with ωB97M-V/def2-TZVPD.

Summary:
**HOMO-LUMO gap (spin up / spin down)**: 8.9 / 6.6 eV
**Spin multiplicity**: 2
**Net charge**: +1

Each line ends with the Löwdin spin population.
CARTESIAN COORDINATES (ANGSTROEM)
H: -0.108 1.946 0.377  0.001
H: -2.619 -2.183 -1.288  0.001
C: -0.239 1.124 1.097  0.002
H: 0.460 0.573 3.069  0.001
H: 2.270 2.271 1.273  0.000
H: -1.916 0.299 2.273  0.055
O: 1.414 -2.005 -2.867  0.000
O: -2.075 -1.752 -2.028  0.004
H: 2.006 -1.407 -3.331  0.000
H: 0.087 0.189 0.609  0.000
C: -1.714 1.003 1.429  0.131
H: -0.250 -1.941 -4.113  0.000
C: -0.777 -2.327 -2.061  0.000
C: 2.094 1.451 1.992  0.000
C: 0.617 1.378 2.333  0.001
H: -0.851 -3.403 -2.266  0.000
H: -0.321 -2.188 -1.066  0.000
O: 2.827 1.668 3.182  0.000
H: -2.132 1.949 1.853  0.060
O: -2.531 0.651 0.412  0.746
H: 3.766 1.586 2.998  0.000
Tl: -2.770 0.463 -2.069  -0.002
H: 0.311 2.319 2.814  0.000
H: 2.409 0.511 1.506  0.000
H: -0.036 -0.541 -3.022  0.000
C: 0.078 -1.637 -3.106  0.000

=====

Record 6
Below is a molecular structure, C13H23IN13S4V, with properties calculated with ωB97M-V/def2-TZVPD.

Summary:
**HOMO-LUMO gap (spin up / spin down)**: 8.2 / 8.6 eV
**Spin multiplicity**: 4
**Net charge**: +1

Each line ends with the Löwdin spin population.
CARTESIAN COORDINATES (ANGSTROEM)
C: -1.564 4.012 -3.141  0.000
C: 1.320 1.794 -2.743  0.001
H: 3.114 -1.647 4.283  0.000
C: -1.845 -3.853 -0.764  0.000
N: 0.033 2.180 -2.457  0.002
C: -1.384 -2.640 1.395  0.005
C: -1.529 -3.596 2.337  0.001
H: -1.563 4.793 -3.896  0.000
H: 4.915 -1.480 1.800  0.000
H: -2.861 -0.826 -2.158  0.000
H: -1.670 -4.654 2.203  0.000
V: -0.815 0.089 0.317  2.796
N: 1.514 2.755 0.724  0.010
C: -1.077 -1.359 3.184  0.014
H: 4.520 -0.592 4.141  0.000
N: 1.702 2.721 -3.635  0.000
C: -0.715 -2.143 -2.069  0.014
N: -3.261 -0.021 -1.689  0.004
S: 2.225 0.499 -2.198  0.005
H: -0.072 -1.749 -3.943  0.000
H: -3.389 0.645 0.194  0.003
H: -0.941 -0.285 4.906  0.000
N: -0.765 -0.269 3.916  0.009
H: -2.367 -4.722 -0.401  0.000
C: 3.938 -1.568 2.282  0.000
H: -1.664 1.262 -1.973  0.003
H: -3.469 -0.994 0.092  0.002
H: -2.397 3.333 -3.330  0.000
H: -1.130 2.379 -0.887  0.004
N: -0.736 -1.812 -0.799  0.010
N: -0.220 -1.336 -3.035  0.007
N: 1.835 -0.711 1.371  0.010
C: 4.085 -1.533 3.801  0.000
C: -1.358 -2.811 -0.055  0.005
C: 3.035 -0.494 1.773  0.001
S: -1.467 -3.658 -2.437  0.002
H: -0.889 0.627 3.456  0.002
N: 0.746 3.645 -3.928  0.000
I: -1.899 2.316 1.670  0.014
H: -1.715 4.471 -2.162  0.000
C: 1.926 1.507 1.091  0.018
H: 3.504 -2.513 1.956  0.000
S: -1.357 -2.901 3.907  0.001
N: -0.826 1.623 -1.503  0.018
N: -1.144 -1.360 1.871  0.009
N: -3.005 -0.168 -0.281  0.008
H: -4.259 -0.027 -1.873  0.000
C: -0.266 3.304 -3.203  0.000
N: 1.187 0.439 0.975  0.013
H: 4.733 -2.340 4.137  0.000
H: 0.531 2.934 0.913  0.002
H: 0.536 -0.705 -2.735  0.001
H: 2.117 3.517 0.990  0.000
H: 2.597 2.741 -4.091  0.000
S: 3.503 1.180 1.703  0.003

=====

Relative energy (zero: lowest compared OMol25 entry of this formula, charge and spin) per entry: 86.5; 45.5; 3.6; 140.0; 0.0; 0.0 kcal/mol
E_tot per entry: -20565.3996; -14559.4903; -235253.6301; -27383.6459; -19339.7333; -110353.8636 eV
Maximum force per entry: 5.173; 0.654; 0.763; 11.421; 2.602; 0.436 eV Å⁻¹